Entry 1:
81
Properties=species:S:1:pos:R:3:lowdin_charge:R:1 method="wB97M-V/def2-TZVPD" lumo_ev=-0.89 orbital_gap_ha=0.26094 smiles="CCOC(=O)[C@](C)(/N=C/c1ccccc1)[C@H](/C=C/N1[C@H](Cc2ccccc2)C(=O)N(C)C1(C)C)c1cccc([N+](=O)[O-])c1" e_above_lowest_kcal_mol=149.6
C 1.36 -5.54 3.52 -0.0680
C 1.91 -4.13 3.48 -0.1923
O 0.94 -3.29 2.74 -0.0089
C 1.35 -2.02 2.56 -0.4665
O 2.46 -1.65 2.93 0.0795
C 0.37 -1.11 1.82 -0.3129
C 0.40 0.34 2.39 -0.0018
N -0.95 -1.65 1.99 0.1151
C -2.10 -1.26 2.33 -0.0910
C -3.23 -2.19 2.74 -0.1852
C -4.50 -1.73 3.17 -0.0478
C -5.47 -2.63 3.60 -0.0899
C -5.22 -4.01 3.57 -0.0921
C -3.98 -4.48 3.12 -0.0769
C -3.00 -3.58 2.67 -0.0280
C 1.17 -1.13 0.34 -0.1522
C 0.65 -0.18 -0.68 -0.0543
C 0.89 1.17 -0.66 -0.0808
N 0.60 2.05 -1.65 -0.0129
C 0.92 3.47 -1.49 -0.1895
C 0.18 4.16 -0.36 -0.0848
C 0.38 5.69 -0.32 -0.2158
C -0.73 6.54 -0.26 -0.0448
C -0.56 7.93 -0.30 -0.0826
C 0.73 8.46 -0.34 -0.0942
C 1.85 7.63 -0.35 -0.0772
C 1.68 6.24 -0.33 -0.0433
C 0.58 4.04 -2.90 -0.3387
O 0.77 5.21 -3.29 0.0636
N 0.12 3.01 -3.66 -0.0350
C -0.20 3.21 -5.05 -0.0132
C 0.20 1.70 -3.05 -0.4697
C -1.16 1.03 -3.13 0.0019
C 1.26 0.82 -3.72 0.0081
C 1.37 -2.57 -0.15 -0.1394
C 2.50 -3.32 0.27 -0.0010
C 2.55 -4.70 -0.02 -0.0552
C 1.69 -5.25 -0.96 0.0031
C 0.79 -4.39 -1.61 -0.1508
N 0.31 -4.73 -2.91 -0.3295
O 0.69 -5.79 -3.44 0.0660
O -0.49 -3.94 -3.47 0.0501
C 0.54 -3.10 -1.12 0.0622
H 2.05 -6.17 4.09 0.0828
H 0.39 -5.58 4.00 0.0749
H 1.29 -5.99 2.54 0.0628
H 2.00 -3.73 4.52 0.1378
H 2.90 -4.10 2.98 0.1182
H 1.34 0.60 2.89 0.0941
H 0.29 1.06 1.56 0.0595
H -0.40 0.45 3.08 0.0641
H -2.46 -0.20 2.29 0.1247
H -4.70 -0.66 3.17 0.1045
H -6.43 -2.27 3.95 0.1005
H -6.00 -4.72 3.84 0.1024
H -3.75 -5.55 3.10 0.1016
H -2.04 -3.92 2.26 0.1043
H 2.09 -0.77 0.86 0.1457
H 0.30 -0.66 -1.60 0.0635
H 1.45 1.61 0.17 0.1283
H 2.02 3.58 -1.36 0.1629
H -0.89 3.96 -0.45 0.1243
H 0.53 3.71 0.56 0.1123
H -1.73 6.09 -0.23 0.1118
H -1.43 8.57 -0.31 0.1005
H 0.87 9.54 -0.36 0.0953
H 2.87 8.03 -0.39 0.1027
H 2.54 5.55 -0.35 0.1138
H -0.22 4.26 -5.27 0.0909
H 0.54 2.74 -5.69 0.0911
H -1.16 2.78 -5.27 0.0852
H -1.92 1.70 -2.71 0.1005
H -1.38 0.84 -4.18 0.0843
H -1.17 0.10 -2.58 0.0690
H 2.19 1.39 -3.86 0.1016
H 1.47 -0.06 -3.11 0.0752
H 0.88 0.51 -4.70 0.0886
H 3.36 -2.85 0.77 0.1322
H 3.29 -5.33 0.50 0.1176
H 1.69 -6.31 -1.22 0.1272
H -0.30 -2.54 -1.53 0.1199

***

Entry 2:
85
Properties=species:S:1:pos:R:3:lowdin_charge:R:1 method="wB97M-V/def2-TZVPD" lumo_ev=-1.58 orbital_gap_ha=0.24887 e_above_lowest_kcal_mol=28.1
Cd -0.36 -2.34 4.20 1.3329
C -0.73 2.31 3.28 -0.1064
C -1.08 1.45 2.32 -0.1052
C -0.61 1.33 0.90 -0.2260
C 0.56 0.34 0.64 -0.1873
C 1.80 0.71 1.42 -0.1282
C 1.92 1.77 2.23 -0.1032
C 1.29 3.12 2.04 -0.1966
C 0.33 3.36 3.21 -0.1941
C 1.79 -2.18 4.28 -0.2683
H -1.20 2.22 4.26 0.0978
H -1.82 0.67 2.56 0.0964
H -0.35 2.31 0.46 0.0911
H -1.49 0.97 0.34 0.0798
H 0.24 -0.69 0.92 0.1062
H 0.79 0.29 -0.44 0.0906
H 2.61 -0.05 1.37 0.0960
H 2.57 1.72 3.14 0.1252
H 0.72 3.18 1.11 0.0818
H 2.04 3.94 2.00 0.1239
H 0.90 3.40 4.15 0.1094
H -0.14 4.34 3.11 0.1149
H 2.06 -1.73 5.26 -0.0440
H 2.12 -1.52 3.47 -0.0603
H 2.17 -3.21 4.21 -0.0557
P 1.33 -1.05 -3.94 1.0652
P -1.71 -0.88 -3.70 1.0375
N 2.80 -0.11 -4.00 -0.2873
N 2.05 -2.38 -4.96 -0.2445
N -1.89 0.88 -3.48 -0.2553
N -3.40 -1.09 -4.14 -0.2802
C 0.44 -0.18 -5.33 -0.3983
C -0.99 -0.75 -5.42 -0.3941
C 3.48 0.29 -2.85 -0.1404
C 4.54 1.11 -3.24 -0.0934
C 4.50 1.22 -4.67 -0.0821
C 3.42 0.47 -5.11 -0.1409
C 2.28 -3.66 -4.45 -0.1552
C 2.87 -4.44 -5.45 -0.1031
C 3.00 -3.61 -6.62 -0.0893
C 2.48 -2.37 -6.28 -0.1600
C -1.71 1.45 -2.22 -0.1471
C -1.80 2.84 -2.34 -0.0807
C -2.02 3.13 -3.72 -0.0786
C -2.05 1.91 -4.39 -0.1725
C -4.20 -0.37 -5.03 -0.1341
C -5.35 -1.10 -5.30 -0.0843
C -5.25 -2.33 -4.56 -0.0999
C -4.05 -2.31 -3.87 -0.1578
H 0.95 -0.32 -6.29 0.0586
H 0.43 0.89 -5.07 0.0876
H -1.62 -0.14 -6.09 0.0696
H -0.99 -1.78 -5.80 0.0879
H 3.17 -0.06 -1.87 0.0879
H 5.25 1.58 -2.58 0.0879
H 5.17 1.77 -5.31 0.0916
H 3.05 0.28 -6.10 0.0836
H 2.01 -3.90 -3.44 0.0907
H 3.16 -5.47 -5.37 0.0870
H 3.41 -3.89 -7.58 0.0931
H 2.38 -1.49 -6.89 0.0787
H -1.54 0.81 -1.37 0.0564
H -1.72 3.55 -1.53 0.0915
H -2.15 4.10 -4.18 0.0945
H -2.17 1.70 -5.44 0.0893
H -3.89 0.60 -5.38 0.0795
H -6.15 -0.79 -5.95 0.0914
H -5.98 -3.13 -4.56 0.0881
H -3.59 -3.02 -3.20 0.0897
O 0.57 2.01 6.73 -0.3139
S 0.60 0.60 7.06 0.6393
O 1.88 -0.06 7.23 -0.3163
N -0.38 -0.28 6.06 -0.1303
C -1.37 -0.95 6.67 -0.5340
O -1.95 -1.90 6.04 -0.1665
C -1.51 -0.54 8.10 -0.1341
C -2.39 -0.98 9.11 -0.0015
C -2.10 -0.73 10.46 -0.0692
C -0.95 -0.01 10.84 -0.0645
C -0.10 0.47 9.83 -0.0304
C -0.42 0.22 8.49 -0.2105
H -3.30 -1.50 8.82 0.1176
H -2.76 -1.11 11.25 0.1057
H -0.71 0.13 11.89 0.1090
H 0.82 0.99 10.08 0.1203

***

Entry 3:
84
Properties=species:S:1:pos:R:3:nbo_charge:R:1 method="wB97M-V/def2-TZVPD" total_charge=-2 lumo_ev=4.10 orbital_gap_ha=0.17032 e_above_lowest_kcal_mol=0.0
Cd 0.44 -0.18 0.20 1.4448
S -0.24 0.31 2.71 -0.5236
C 1.10 1.25 3.38 -0.1983
C 1.21 1.31 4.77 -0.2391
C 2.19 2.02 5.44 -0.2816
C 3.14 2.72 4.69 -0.2911
C 3.06 2.68 3.31 -0.2062
C 2.07 1.97 2.61 -0.2117
S 2.12 2.01 0.86 -0.5219
H 0.47 0.75 5.35 0.1977
H 2.23 2.03 6.52 0.1793
H 3.92 3.29 5.18 0.1784
H 3.79 3.21 2.71 0.1918
S 5.38 -0.33 0.76 0.3722
C 4.99 -1.03 -0.75 -0.4853
C 3.71 -1.47 -0.73 -0.0367
N 3.05 -1.30 0.46 -0.4652
C 3.79 -0.68 1.31 -0.0840
H 5.69 -1.03 -1.58 0.2245
H 3.20 -1.93 -1.57 0.2281
H 3.53 -0.50 2.34 0.2371
C -0.62 1.66 -5.06 -0.5872
C 0.11 0.37 -4.65 -0.1651
C 1.52 0.38 -5.28 -0.5862
C -0.66 -0.84 -5.18 -0.5864
C 0.22 0.30 -3.19 -0.1809
C 0.32 0.24 -1.97 -0.5669
H -0.71 1.73 -6.15 0.1791
H -0.08 2.53 -4.70 0.2101
H -1.62 1.67 -4.63 0.2135
H 1.46 0.40 -6.37 0.1776
H 2.07 -0.51 -4.97 0.2137
H 2.08 1.25 -4.94 0.2123
H -0.78 -0.79 -6.27 0.1807
H -1.66 -0.88 -4.73 0.2117
H -0.14 -1.77 -4.93 0.2108
C -4.20 -4.25 -1.72 -0.2779
C -3.77 -4.81 -0.52 -0.2465
C -2.59 -4.38 0.06 -0.2371
C -1.79 -3.38 -0.51 -0.3950
C -2.28 -2.79 -1.69 -0.1563
C -3.46 -3.22 -2.29 -0.2395
Si -0.12 -2.78 0.24 0.4563
C 1.08 -3.63 -1.02 -0.3989
C 1.10 -3.25 -2.37 -0.1711
C 2.01 -3.78 -3.27 -0.2446
C 2.96 -4.71 -2.84 -0.2603
C 2.97 -5.09 -1.51 -0.2336
C 2.04 -4.56 -0.62 -0.2176
H -5.12 -4.59 -2.19 0.1906
H -4.35 -5.60 -0.06 0.1920
H -2.25 -4.85 0.98 0.2073
H -1.74 -1.96 -2.13 0.2230
H -3.79 -2.75 -3.21 0.1969
H 0.01 -3.75 1.39 -0.2145
H 0.41 -2.49 -2.71 0.2157
H 2.00 -3.46 -4.30 0.1926
H 3.68 -5.11 -3.54 0.1888
H 3.71 -5.80 -1.15 0.1898
H 2.07 -4.87 0.42 0.2037
C -7.04 -0.22 -0.33 -0.4116
N -5.66 0.18 -0.52 -0.6311
C -4.64 -0.45 0.15 0.2373
N -4.89 -1.77 0.42 -0.8294
S -3.25 0.30 0.60 -0.1366
H -7.69 0.55 -0.75 0.1971
H -7.30 -0.35 0.73 0.1878
H -7.27 -1.15 -0.85 0.1818
H -5.48 1.17 -0.57 0.4025
H -5.45 -2.28 -0.26 0.3782
H -4.07 -2.28 0.70 0.4239
N -0.10 6.86 0.22 -0.8169
C -0.42 5.49 0.12 0.1980
C -0.79 4.76 1.24 -0.3288
C -1.08 3.41 1.10 0.0855
N -1.05 2.78 -0.07 -0.4301
C -0.71 3.48 -1.14 0.0742
C -0.39 4.83 -1.10 -0.3388
H 0.25 7.11 1.13 0.3668
H 0.53 7.17 -0.50 0.3627
H -0.80 5.22 2.23 0.1997
H -1.31 2.80 1.96 0.2260
H -0.66 2.93 -2.07 0.2004
H -0.08 5.35 -2.01 0.1912

***

Entry 4:
92
Properties=species:S:1:pos:R:3:lowdin_charge:R:1 method="wB97M-V/def2-TZVPD" total_charge=-2 lumo_ev=3.15 orbital_gap_ha=0.15390 e_above_lowest_kcal_mol=11.0
Li 0.49 -0.37 -0.38 0.5854
C -1.43 -4.06 -1.01 -0.0776
O -2.53 -3.84 -0.13 -0.1301
C -3.26 -2.67 -0.32 -0.2702
C -4.63 -2.79 -0.21 -0.0732
C -5.47 -1.68 -0.34 -0.1565
C -4.91 -0.44 -0.59 -0.1069
C -3.53 -0.26 -0.66 -0.1442
C -2.98 1.09 -0.79 -0.1288
N -1.73 1.30 -0.75 -0.0295
N -1.14 2.49 -0.78 0.0318
C 0.06 2.43 -0.22 -0.5035
O 0.56 1.45 0.40 -0.1149
C 0.84 3.71 -0.31 -0.1382
C 2.22 3.60 -0.42 -0.0195
C 3.02 4.73 -0.47 -0.0978
C 2.44 5.99 -0.38 -0.1307
C 1.06 6.11 -0.27 -0.1171
C 0.26 4.97 -0.24 -0.0472
C -2.63 -1.39 -0.52 -0.3510
O -1.37 -1.23 -0.54 -0.1359
H -0.83 -4.85 -0.56 0.0740
H -0.82 -3.16 -1.12 0.0749
H -1.80 -4.38 -1.99 0.0835
H -5.04 -3.77 -0.02 0.0998
H -6.55 -1.81 -0.26 0.0680
H -5.56 0.43 -0.71 0.0862
H -3.71 1.92 -0.86 0.0950
H 2.64 2.60 -0.50 0.0866
H 4.10 4.64 -0.55 0.0894
H 3.06 6.88 -0.39 0.0828
H 0.61 7.09 -0.21 0.0845
H -0.82 5.05 -0.17 0.0954
O 0.96 -1.69 0.78 -0.2994
P 1.06 -2.49 2.00 0.5899
N -0.35 -2.56 2.92 -0.1589
C -1.12 -3.80 3.04 -0.2228
C -2.49 -3.31 3.50 -0.1664
C -2.68 -2.05 2.65 -0.1457
C -1.28 -1.43 2.63 -0.1566
N 2.25 -1.88 3.00 -0.1722
C 2.34 -2.23 4.42 -0.2173
C 2.95 -1.00 5.11 -0.1783
C 2.59 0.15 4.17 -0.1632
C 2.71 -0.49 2.80 -0.1821
N 1.45 -4.07 1.63 -0.1680
C 2.57 -4.12 0.65 -0.1980
C 3.04 -5.57 0.72 -0.1723
C 2.92 -5.86 2.22 -0.1777
C 1.62 -5.16 2.61 -0.2201
H -0.66 -4.48 3.75 0.0919
H -1.22 -4.31 2.07 0.1071
H -2.45 -3.04 4.56 0.1018
H -3.27 -4.06 3.35 0.1059
H -3.42 -1.36 3.06 0.1157
H -2.98 -2.32 1.64 0.0743
H -1.17 -0.67 3.42 0.1099
H -1.07 -0.96 1.67 0.0866
H 2.98 -3.11 4.56 0.0962
H 1.34 -2.46 4.81 0.1018
H 4.04 -1.11 5.16 0.1026
H 2.57 -0.87 6.12 0.0985
H 3.26 1.01 4.26 0.1062
H 1.57 0.49 4.35 0.1140
H 3.75 -0.50 2.47 0.1100
H 2.11 0.00 2.03 0.1017
H 3.38 -3.44 0.95 0.1153
H 2.23 -3.81 -0.33 0.1042
H 4.05 -5.68 0.34 0.1068
H 2.36 -6.21 0.16 0.1107
H 3.76 -5.40 2.75 0.1047
H 2.90 -6.92 2.47 0.0994
H 1.63 -4.79 3.64 0.0915
H 0.77 -5.85 2.52 0.1042
O 3.06 -2.12 -2.11 -0.0135
C 3.10 -1.00 -1.57 -0.6506
O 2.18 -0.19 -1.32 -0.0686
C 4.52 -0.52 -1.17 -0.0680
C 5.62 -1.23 -1.61 0.0817
C 6.90 -0.82 -1.24 -0.1330
C 7.09 0.27 -0.41 0.0699
C 5.98 0.96 0.03 -0.1256
C 4.69 0.58 -0.36 0.0857
N 6.17 2.07 0.94 -0.3551
O 7.30 2.50 1.10 0.0516
O 5.20 2.52 1.51 0.0884
N 8.06 -1.55 -1.70 -0.3619
O 7.90 -2.47 -2.48 0.0722
O 9.16 -1.22 -1.29 0.0521
H 5.48 -2.10 -2.24 0.1270
H 8.08 0.57 -0.12 0.1220
H 3.83 1.14 -0.02 0.1091

***

Entry 5:
78
Properties=species:S:1:pos:R:3:lowdin_charge:R:1 method="wB97M-V/def2-TZVPD" total_charge=+1 lumo_ev=-4.90 orbital_gap_ha=0.18078 e_above_lowest_kcal_mol=0.0
C 1.50 3.78 -1.90 0.0004
N 1.22 2.40 -2.21 -0.0371
C 2.21 1.56 -2.64 -0.3634
O 3.38 1.87 -2.86 0.1043
C 1.57 0.18 -2.82 -0.1460
C 2.25 -0.88 -1.93 -0.0749
C 3.67 -1.10 -2.32 -0.1888
C 4.17 -1.51 -3.55 -0.0332
N 5.55 -1.51 -3.49 0.0843
C 5.97 -1.12 -2.23 -0.1994
C 7.25 -0.97 -1.71 -0.0156
C 7.37 -0.54 -0.39 -0.0818
C 6.23 -0.25 0.38 -0.0871
C 4.94 -0.39 -0.14 -0.0258
C 4.80 -0.85 -1.45 -0.1358
N 0.17 0.42 -2.48 0.0556
C -0.75 -0.56 -2.54 0.0365
C -2.09 -0.36 -2.20 -0.0677
C -3.10 -1.31 -2.21 0.0514
C -4.47 -1.04 -1.86 -0.2030
C -5.46 -2.08 -1.91 -0.0082
C -6.78 -1.83 -1.56 -0.0531
C -7.19 -0.54 -1.16 -0.0374
C -6.24 0.49 -1.12 -0.0555
C -4.91 0.25 -1.46 -0.0076
C -0.11 1.81 -2.07 -0.4485
C -0.57 1.90 -0.60 0.0125
C -1.08 2.54 -3.01 0.0203
H 2.57 3.96 -2.07 0.1045
H 0.91 4.44 -2.54 0.0967
H 1.26 4.00 -0.85 0.0968
H 1.66 -0.12 -3.88 0.1747
H 2.21 -0.55 -0.88 0.1266
H 1.66 -1.82 -2.01 0.1198
H 3.63 -1.76 -4.45 0.1239
H 6.17 -1.76 -4.26 0.1614
H 8.10 -1.21 -2.35 0.1116
H 8.36 -0.42 0.06 0.1038
H 6.36 0.09 1.41 0.1005
H 4.04 -0.15 0.43 0.1031
H -0.38 -1.53 -2.89 0.1585
H -2.37 0.65 -1.89 0.0558
H -2.84 -2.32 -2.53 0.1341
H -5.15 -3.08 -2.22 0.1210
H -7.52 -2.63 -1.60 0.1173
H -8.23 -0.34 -0.89 0.1197
H -6.54 1.50 -0.81 0.1163
H -4.20 1.08 -1.42 0.1054
H 0.21 1.49 0.05 0.0947
H -0.74 2.95 -0.33 0.0988
H -1.49 1.35 -0.42 0.0760
H -0.66 2.55 -4.03 0.1108
H -2.06 2.05 -3.06 0.0729
H -1.23 3.57 -2.67 0.0977
C -1.28 -4.07 4.30 -0.0928
C -2.50 -3.39 4.16 -0.0894
C -2.51 -2.01 3.99 -0.0475
C -1.31 -1.30 3.95 -0.1995
C -1.34 0.21 3.82 -0.3301
C -1.28 0.99 5.17 -0.1113
C -0.45 2.25 4.87 -0.1565
C 0.01 2.13 3.41 -0.2171
N -0.24 0.74 3.05 -0.0407
C -0.09 -1.97 4.09 -0.0390
C -0.08 -3.36 4.27 -0.0802
H -1.28 -5.16 4.43 0.1028
H -3.44 -3.94 4.19 0.1009
H -3.45 -1.45 3.89 0.1107
H -2.31 0.47 3.35 0.1330
H -2.30 1.22 5.50 0.1119
H -0.80 0.37 5.94 0.1165
H -1.03 3.16 5.04 0.1049
H 0.43 2.27 5.53 0.1062
H -0.57 2.84 2.79 0.0992
H 1.07 2.39 3.29 0.1078
H -0.20 0.50 2.07 0.0977
H 0.84 -1.39 4.06 0.1125
H 0.87 -3.88 4.39 0.1019

***

Please write out number 2 again, unchanged.
85
Properties=species:S:1:pos:R:3:lowdin_charge:R:1 method="wB97M-V/def2-TZVPD" lumo_ev=-1.58 orbital_gap_ha=0.24887 e_above_lowest_kcal_mol=28.1
Cd -0.36 -2.34 4.20 1.3329
C -0.73 2.31 3.28 -0.1064
C -1.08 1.45 2.32 -0.1052
C -0.61 1.33 0.90 -0.2260
C 0.56 0.34 0.64 -0.1873
C 1.80 0.71 1.42 -0.1282
C 1.92 1.77 2.23 -0.1032
C 1.29 3.12 2.04 -0.1966
C 0.33 3.36 3.21 -0.1941
C 1.79 -2.18 4.28 -0.2683
H -1.20 2.22 4.26 0.0978
H -1.82 0.67 2.56 0.0964
H -0.35 2.31 0.46 0.0911
H -1.49 0.97 0.34 0.0798
H 0.24 -0.69 0.92 0.1062
H 0.79 0.29 -0.44 0.0906
H 2.61 -0.05 1.37 0.0960
H 2.57 1.72 3.14 0.1252
H 0.72 3.18 1.11 0.0818
H 2.04 3.94 2.00 0.1239
H 0.90 3.40 4.15 0.1094
H -0.14 4.34 3.11 0.1149
H 2.06 -1.73 5.26 -0.0440
H 2.12 -1.52 3.47 -0.0603
H 2.17 -3.21 4.21 -0.0557
P 1.33 -1.05 -3.94 1.0652
P -1.71 -0.88 -3.70 1.0375
N 2.80 -0.11 -4.00 -0.2873
N 2.05 -2.38 -4.96 -0.2445
N -1.89 0.88 -3.48 -0.2553
N -3.40 -1.09 -4.14 -0.2802
C 0.44 -0.18 -5.33 -0.3983
C -0.99 -0.75 -5.42 -0.3941
C 3.48 0.29 -2.85 -0.1404
C 4.54 1.11 -3.24 -0.0934
C 4.50 1.22 -4.67 -0.0821
C 3.42 0.47 -5.11 -0.1409
C 2.28 -3.66 -4.45 -0.1552
C 2.87 -4.44 -5.45 -0.1031
C 3.00 -3.61 -6.62 -0.0893
C 2.48 -2.37 -6.28 -0.1600
C -1.71 1.45 -2.22 -0.1471
C -1.80 2.84 -2.34 -0.0807
C -2.02 3.13 -3.72 -0.0786
C -2.05 1.91 -4.39 -0.1725
C -4.20 -0.37 -5.03 -0.1341
C -5.35 -1.10 -5.30 -0.0843
C -5.25 -2.33 -4.56 -0.0999
C -4.05 -2.31 -3.87 -0.1578
H 0.95 -0.32 -6.29 0.0586
H 0.43 0.89 -5.07 0.0876
H -1.62 -0.14 -6.09 0.0696
H -0.99 -1.78 -5.80 0.0879
H 3.17 -0.06 -1.87 0.0879
H 5.25 1.58 -2.58 0.0879
H 5.17 1.77 -5.31 0.0916
H 3.05 0.28 -6.10 0.0836
H 2.01 -3.90 -3.44 0.0907
H 3.16 -5.47 -5.37 0.0870
H 3.41 -3.89 -7.58 0.0931
H 2.38 -1.49 -6.89 0.0787
H -1.54 0.81 -1.37 0.0564
H -1.72 3.55 -1.53 0.0915
H -2.15 4.10 -4.18 0.0945
H -2.17 1.70 -5.44 0.0893
H -3.89 0.60 -5.38 0.0795
H -6.15 -0.79 -5.95 0.0914
H -5.98 -3.13 -4.56 0.0881
H -3.59 -3.02 -3.20 0.0897
O 0.57 2.01 6.73 -0.3139
S 0.60 0.60 7.06 0.6393
O 1.88 -0.06 7.23 -0.3163
N -0.38 -0.28 6.06 -0.1303
C -1.37 -0.95 6.67 -0.5340
O -1.95 -1.90 6.04 -0.1665
C -1.51 -0.54 8.10 -0.1341
C -2.39 -0.98 9.11 -0.0015
C -2.10 -0.73 10.46 -0.0692
C -0.95 -0.01 10.84 -0.0645
C -0.10 0.47 9.83 -0.0304
C -0.42 0.22 8.49 -0.2105
H -3.30 -1.50 8.82 0.1176
H -2.76 -1.11 11.25 0.1057
H -0.71 0.13 11.89 0.1090
H 0.82 0.99 10.08 0.1203